(1)
Molecular formula: C20H65ClN5O14
Method: DFT, ωB97M-V/def2-TZVPD

Structure (XYZ):
```
105
Properties=species:S:1:pos:R:3:forces:R:3:mulliken_charge:R:1
Cl -0.4748 -1.3483 -0.3279 0.1 0.7 -0.8 0.93
O 0.7704 -1.6287 -1.0100 0.2 0.1 0.5 -0.40
O -0.2533 -0.4790 0.8105 0.1 0.2 -0.2 -0.25
O -1.3546 -0.7104 -1.2935 0.0 -0.2 0.7 -0.60
O -1.0340 -2.5715 0.1597 -0.5 -0.7 0.1 -0.53
O -0.2207 -1.1404 -4.0812 -0.4 0.1 -0.1 -0.74
H -0.4330 -1.1458 -3.1370 0.1 0.0 -0.1 0.30
H -1.0899 -0.9219 -4.5207 0.9 -0.1 0.6 0.44
O -3.4907 -4.1522 0.6654 -0.1 0.1 0.1 -0.63
H -2.7930 -3.4846 0.5891 0.0 0.0 -0.1 0.39
H -4.3067 -3.6449 0.7012 0.0 0.0 0.0 0.29
O 2.0118 -4.3518 -1.3159 0.1 0.1 0.0 -0.66
H 1.7857 -3.4205 -1.1861 -0.1 -0.1 -0.1 0.28
H 2.3217 -4.6463 -0.4537 -0.1 0.0 0.0 0.31
O -0.8714 -5.7327 0.1292 0.1 -0.1 0.2 -0.61
H -0.9513 -4.7712 0.0763 0.1 -0.1 -0.1 0.35
H -1.3683 -5.9701 0.9179 -0.1 0.1 -0.1 0.29
O 2.8361 -1.6060 1.2493 0.0 0.0 0.1 -0.65
H 1.9877 -1.5865 0.7857 0.1 0.1 -0.1 0.26
H 2.6814 -1.1049 2.0549 -0.1 0.0 0.0 0.29
C -0.6789 0.8173 5.9160 -0.2 1.0 -1.0 -1.19
C -1.1205 1.6852 4.7128 -0.7 -1.7 -0.8 0.25
C 0.0734 2.3371 4.0143 0.0 0.4 -1.0 -0.67
O -0.3203 2.9343 2.7789 -0.8 0.4 0.1 -0.26
C 0.7121 3.2165 1.8535 -0.4 0.0 0.3 -0.84
N -1.8421 0.7140 3.8165 1.3 0.7 -0.3 -0.70
H -0.1523 -0.0668 5.5542 0.1 0.1 -0.1 -0.03
H -1.6180 0.4699 6.3380 0.3 0.1 0.7 0.41
H -0.0013 1.3995 6.5416 -0.3 -0.2 0.6 0.37
H -1.9476 2.3565 4.9506 0.6 0.6 0.5 0.46
H 0.8127 1.5879 3.7024 0.1 -0.3 0.7 0.32
H 0.5474 3.1269 4.6074 0.1 -0.2 0.3 0.32
H 1.5492 3.7101 2.3529 0.2 -0.1 -0.1 0.46
H 0.2931 3.9111 1.1255 0.0 0.1 0.0 0.24
H 1.0026 2.3192 1.3023 0.3 -0.1 0.2 0.21
H -1.0612 0.3214 3.2832 -0.4 -0.6 -0.1 0.13
H -2.3221 1.2497 3.0926 -0.2 -0.1 0.1 0.42
C -4.2051 2.0062 -0.7993 -0.9 0.9 -0.6 -1.00
C -2.9129 2.5833 -0.2557 0.2 -1.1 0.1 0.79
C -2.9241 4.0853 0.0723 -0.5 -0.3 0.8 -1.03
O -3.5951 4.8963 -0.8533 0.1 0.2 -0.3 -0.39
C -2.9727 4.9806 -2.1282 -0.3 -0.6 0.6 -0.31
N -2.5573 1.8503 0.9828 0.5 1.5 -0.3 -0.66
H -4.2829 2.1953 -1.8757 -0.1 0.0 0.1 0.02
H -5.0735 2.4988 -0.3501 0.1 0.1 0.1 0.39
H -4.3831 0.9423 -0.6524 0.7 -0.1 0.2 0.40
H -2.1112 2.4458 -0.9942 -0.1 -0.2 -0.1 0.11
H -1.8975 4.4075 0.3041 0.2 0.1 -0.6 0.38
H -3.4197 4.2780 1.0295 -0.4 -0.4 -0.1 0.36
H -1.9888 5.4420 -2.0123 0.0 0.3 -0.4 0.36
H -3.6793 5.5152 -2.7586 0.3 0.3 -0.1 0.23
H -2.8429 3.9840 -2.5613 0.1 0.0 0.0 -0.05
H -2.0310 1.0105 0.7609 -0.1 -0.1 -0.2 0.19
H -1.8427 2.4853 1.3404 0.1 -0.6 0.8 0.21
C -4.2851 -0.1639 -3.7447 1.1 0.3 0.1 -1.15
C -3.5689 0.4960 -4.9190 0.3 0.1 0.2 0.15
C -2.9149 1.8022 -4.5145 0.1 0.2 0.3 -0.20
O -2.1878 2.3875 -5.5863 0.0 0.2 -0.4 -0.46
C -2.9595 3.2463 -6.4114 -0.8 0.2 1.3 -0.64
N -2.4755 -0.3985 -5.3719 -1.2 0.7 -0.1 -0.57
H -5.0751 0.4239 -3.2791 -0.4 -0.2 -0.6 0.36
H -3.5458 -0.2334 -2.9400 0.1 -0.4 -0.1 0.11
H -4.5471 -1.1676 -4.0753 -0.5 0.0 0.4 0.40
H -4.2378 0.6872 -5.7680 -0.3 0.1 0.2 0.18
H -2.2035 1.6268 -3.7037 0.2 -0.3 -0.2 -0.01
H -3.6379 2.5036 -4.0805 -0.2 0.1 -0.4 0.46
H -3.7626 2.7405 -6.9538 0.4 -0.3 -0.5 0.25
H -2.3182 3.8583 -7.0359 0.2 -0.3 -0.2 0.31
H -3.5206 3.9250 -5.7551 0.1 0.3 0.0 0.22
H -2.0159 0.1428 -6.0999 0.2 -0.5 -0.2 0.29
H -2.9294 -1.2267 -5.7424 0.4 0.0 -0.4 0.23
C 5.4923 -0.0553 -3.9244 -0.5 -0.4 0.9 -1.44
C 4.1176 -0.3660 -3.2958 0.5 0.0 -2.0 0.37
C 3.6100 0.7601 -2.3912 0.0 -2.0 0.7 -0.24
O 4.4219 0.8569 -1.2413 0.4 0.3 0.1 -0.34
C 4.0971 1.9380 -0.4172 0.6 0.5 0.1 -0.49
N 3.1950 -0.5495 -4.4063 -0.8 0.5 -0.6 -0.64
H 6.1666 0.0572 -3.0731 0.3 0.5 -0.4 0.30
H 5.3881 0.8135 -4.5784 0.3 0.3 0.3 0.34
H 5.8749 -0.8617 -4.5499 -0.3 -0.2 0.1 0.41
H 4.1442 -1.3877 -2.9066 0.2 0.5 1.1 0.25
H 2.6403 0.3562 -2.0688 -0.4 0.8 -0.1 0.11
H 3.5420 1.7064 -2.9378 -0.1 0.0 0.0 0.33
H 4.8163 1.9853 0.4023 -0.1 -0.4 0.1 0.31
H 3.0873 1.9033 -0.0008 -0.1 -0.2 -0.1 -0.02
H 4.2480 2.8969 -0.9321 -0.3 0.0 -0.2 0.38
H 3.2576 0.2287 -5.0598 0.1 0.0 0.1 0.28
H 2.2237 -0.5395 -4.0921 0.0 -0.4 -0.1 0.17
C 4.4434 -4.5150 6.5132 0.0 -0.9 -0.8 -1.45
C 3.9080 -3.9122 5.2290 0.1 1.4 -0.1 0.45
C 2.4702 -4.2710 4.9103 0.5 -1.6 -0.1 -0.80
O 2.1288 -3.7992 3.6153 -0.6 0.5 1.0 -0.20
C 0.7818 -3.3290 3.6187 0.3 0.1 -1.1 -0.14
N 4.1154 -2.4507 5.2713 -0.4 0.3 -0.4 -0.72
H 4.4047 -5.5990 6.3624 -0.1 -0.1 0.5 0.36
H 3.8675 -4.2122 7.3871 0.0 0.0 0.0 0.32
H 5.4969 -4.2760 6.6405 -0.1 0.3 0.1 0.37
H 4.4956 -4.2247 4.3614 0.1 -0.3 0.2 0.33
H 1.7909 -4.0170 5.7319 -0.1 0.8 -0.2 0.41
H 2.3997 -5.3684 4.8900 0.0 -0.1 -0.1 0.28
H 0.0933 -4.1538 3.8147 -0.1 0.2 0.5 0.36
H 0.5331 -2.9789 2.6156 0.2 0.0 -0.1 -0.10
H 0.6871 -2.4606 4.2744 -0.3 -0.2 0.4 0.03
H 3.4201 -2.0035 5.8666 0.1 -0.2 0.3 0.27
H 3.8665 -2.1000 4.3476 0.2 0.0 0.0 0.26
```
Positions in Å, forces in eV/Å.

E_LUMO   2.25 eV
Relative energy (zero: lowest compared OMol25 entry of this formula, charge and spin)   0.000 eV
Charge   -1
Molecular weight   635.2 g/mol
Multiplicity   1


(2)
Molecular formula: C20H65N19O11
Method: DFT, ωB97M-V/def2-TZVPD

Structure (XYZ):
```
115
Properties=species:S:1:pos:R:3:forces:R:3:mulliken_charge:R:1
C -0.5884 0.6460 -1.2795 0.5 0.2 0.2 -0.71
C -0.7976 -0.7203 -0.6419 1.5 0.5 0.2 1.28
C -1.2492 -0.6515 0.7912 0.7 1.1 -0.2 -1.31
O -0.0790 -0.3987 1.5931 -1.7 0.5 0.2 1.12
C -0.5296 -0.1692 2.9340 -0.6 -2.0 0.5 -0.92
N -1.7664 -1.3952 -1.4197 -1.4 -0.8 -0.5 0.03
H 0.3547 1.0768 -0.9432 -0.2 0.3 0.3 0.51
H -1.4341 1.2932 -1.0473 0.1 0.3 0.1 -0.47
H -0.4997 0.5984 -2.3649 -0.1 -0.2 0.0 -0.18
H 0.1703 -1.2214 -0.6470 0.1 -0.4 -0.2 0.14
H -1.8968 -1.4602 1.1299 0.8 -1.1 0.2 0.51
H -2.0321 0.1060 0.8274 0.3 1.1 0.4 -0.26
H 0.1778 -0.5852 3.6513 0.5 0.9 -0.1 0.08
H -1.3397 -0.8845 3.0765 -0.4 -0.2 0.2 0.25
H -1.0015 0.7777 3.1962 0.7 0.4 -0.4 0.09
H -2.6130 -0.8942 -1.1911 -0.8 0.4 -0.5 -0.55
H -1.9883 -2.2673 -0.9610 0.3 -0.5 0.1 0.42
C -2.6246 4.4230 -0.9477 -0.4 0.1 -0.4 -1.75
C -2.9999 4.0279 0.4755 -0.4 -0.7 -1.7 2.89
C -2.5963 5.1098 1.4628 -1.1 -0.3 0.4 -0.92
O -1.4173 4.8242 2.0950 2.5 -2.2 2.1 -0.40
C -1.3453 3.5549 2.8631 -0.4 0.7 -0.4 -0.44
N -4.4254 3.6178 0.4957 0.2 0.8 0.4 -1.04
H -2.8893 3.6856 -1.7056 0.4 -0.7 0.2 0.08
H -1.5629 4.6561 -1.0280 0.0 0.1 -0.1 0.42
H -3.2431 5.2431 -1.3122 0.2 0.6 0.4 0.47
H -2.4702 3.0988 0.6861 0.7 0.2 0.4 -1.19
H -3.3669 5.2286 2.2245 -0.6 0.1 0.0 0.39
H -2.3982 6.0905 1.0301 -0.4 -0.1 -0.4 0.23
H -0.5933 3.5761 3.6518 0.3 0.7 -0.4 0.41
H -1.1165 2.6805 2.2538 0.1 0.3 -0.5 -0.12
H -2.2655 3.2935 3.3856 -0.5 0.4 -0.2 0.33
H -4.5510 3.2151 1.4134 -0.4 0.1 0.4 0.59
H -4.4711 2.7756 -0.0601 0.0 0.0 -0.4 0.13
C 5.9405 -0.0894 -4.7931 1.6 -1.2 0.6 -1.49
C 5.1747 0.8373 -5.6806 -0.7 -1.4 0.6 0.63
C 4.0151 1.4155 -4.8982 -0.2 1.0 1.2 -0.68
O 3.3023 0.4972 -4.1643 -0.7 -2.5 0.7 -0.33
C 2.1855 0.8970 -3.3639 0.7 0.7 -1.2 -0.75
N 6.0199 1.8648 -6.2158 0.1 0.1 -0.8 -0.69
H 6.3252 0.3954 -3.8958 -0.1 0.2 0.1 0.32
H 6.8090 -0.5130 -5.2974 0.3 0.5 -0.4 0.40
H 5.4914 -1.0325 -4.4819 -0.9 0.5 0.1 0.33
H 4.8134 0.1687 -6.4620 -0.2 0.4 -0.6 0.21
H 3.3169 1.9826 -5.5138 0.1 0.5 -0.3 0.27
H 4.4656 1.9932 -4.0911 0.3 1.3 -0.4 0.29
H 2.0560 0.1230 -2.6074 -0.4 0.1 -0.3 0.24
H 1.3817 1.0913 -4.0741 -0.7 -0.6 0.3 0.26
H 2.2736 1.8665 -2.8736 0.8 0.1 0.3 0.43
H 6.4561 2.4348 -5.5052 -0.1 0.0 0.2 0.27
H 5.4643 2.4544 -6.8189 0.2 0.3 0.0 0.27
C -1.4821 -5.1297 -1.6579 6.2 -1.0 -0.8 0.49
O -0.8512 -6.1563 -1.3242 -1.0 1.4 -0.4 -0.70
N -2.7046 -4.9087 -1.4754 -7.3 -0.7 1.9 -0.31
N -0.9268 -4.0346 -2.2389 1.6 -0.5 -0.7 -0.24
H -3.1897 -4.0435 -1.6661 0.2 -0.3 0.0 0.18
H -3.1937 -5.6442 -0.9856 -0.3 0.3 -0.1 0.23
H 0.0820 -4.0522 -2.2839 -0.2 0.5 -0.2 0.20
H -1.5193 -3.2692 -2.5274 0.8 0.0 0.0 0.19
C -4.3564 0.4555 2.8505 -0.8 1.3 0.7 0.58
O -4.5151 1.6562 2.6639 0.2 0.1 -0.4 -0.67
N -4.3716 -0.5353 2.0108 -0.1 -1.3 -4.9 -0.19
N -4.2266 -0.1130 4.0149 0.4 0.1 4.5 -0.42
H -4.5067 -1.4900 2.3112 0.0 0.4 -0.5 0.24
H -4.4210 -0.2718 1.0370 -0.2 -0.7 -0.4 0.06
H -3.9562 -1.0860 3.9971 0.0 0.5 1.1 0.17
H -4.3107 0.4891 4.8214 0.3 -0.7 0.2 0.26
C 3.3549 2.1336 2.2920 1.7 1.1 -6.7 0.08
O 3.6003 2.4812 1.1077 -0.1 0.8 0.7 -0.73
N 4.2170 2.1001 3.2130 4.8 1.2 4.5 -0.08
N 2.2854 1.5604 2.5938 -7.4 -2.8 0.2 0.02
H 3.9062 1.7429 4.1052 0.5 0.4 0.2 0.02
H 4.9043 2.8396 3.1846 0.2 -0.5 0.3 0.34
H 1.7081 1.3226 1.8000 -0.1 0.1 0.1 -0.12
H 2.1288 0.9835 3.4079 0.3 0.0 0.1 0.15
C -0.9027 -0.2081 -5.0877 -0.7 0.9 1.8 0.55
O -1.4886 0.7607 -4.7154 -2.3 4.2 0.2 -0.68
N -0.8724 -1.2088 -4.2932 0.5 -5.0 2.6 -0.09
N -0.2120 -0.3234 -6.1537 2.5 -0.1 -5.0 -0.37
H -0.3053 -2.0146 -4.5152 -0.2 0.0 0.4 0.23
H -1.1888 -1.0704 -3.3441 -0.1 -0.4 0.2 0.15
H 0.2983 -1.1763 -6.3335 -0.1 0.5 -0.3 0.15
H -0.2679 0.4120 -6.8437 0.2 -0.3 0.1 0.26
C 0.5149 -3.4923 5.0159 0.1 0.3 -0.5 -0.02
O -0.0506 -4.4700 5.3983 -1.4 -3.0 0.6 -0.69
N 1.2469 -3.3740 3.9373 1.5 -1.9 -2.9 0.45
N 0.4252 -2.3375 5.5977 -1.1 3.3 2.6 -0.07
H 1.7011 -2.5227 3.6389 0.1 -0.3 0.1 -0.15
H 1.3955 -4.2761 3.5081 0.5 0.5 -0.6 0.08
H -0.1683 -2.3673 6.4143 0.6 0.6 0.2 0.26
H 1.2113 -1.7236 5.4386 -0.3 0.7 0.6 0.01
C -4.7138 0.6926 -1.6334 1.5 -1.7 1.4 0.52
O -4.3765 -0.2566 -0.9179 -0.5 -0.6 0.7 -0.87
N -3.9539 1.1405 -2.5730 3.2 0.1 -2.9 -0.21
N -5.7635 1.4247 -1.5353 -3.8 1.3 0.9 -0.34
H -4.1381 2.0187 -3.0368 0.6 -0.5 -0.1 0.22
H -3.1244 0.5893 -2.7408 0.2 0.6 -0.7 0.03
H -6.3507 1.3390 -0.7180 -0.2 0.4 -0.5 0.28
H -5.8354 2.0663 -2.3120 -1.2 0.3 1.0 0.14
C 3.6853 -0.8501 4.4957 0.1 -2.5 0.9 -7.18
O 2.5446 -0.5195 4.3477 -4.4 2.1 -1.0 1.79
N 4.4597 -1.3654 3.6120 2.0 -0.3 -5.3 1.39
N 4.1339 -1.2396 5.6319 0.8 0.2 5.8 1.33
H 4.1804 -1.3278 2.6421 0.6 0.3 0.1 0.01
H 5.4212 -1.4944 3.8930 0.4 -0.2 -0.7 0.52
H 3.6048 -1.0221 6.4643 0.3 0.2 0.1 0.85
H 5.1075 -1.4939 5.7193 0.2 -0.1 0.5 0.60
C 1.8559 -3.6872 0.8215 0.6 -5.1 -1.2 0.25
O 2.6283 -4.6541 0.6901 -0.2 0.7 0.0 -0.75
N 0.5485 -3.8501 0.6168 -2.0 -0.6 -0.4 -0.08
N 2.2105 -2.5099 1.1382 1.7 4.9 1.2 0.24
H -0.1276 -3.1088 0.7326 0.2 -0.3 0.0 0.09
H 0.2775 -4.7875 0.3562 -0.3 0.1 0.1 0.16
H 3.1919 -2.2712 1.1456 -0.4 -0.1 0.0 0.18
H 1.5001 -1.8094 1.2954 0.3 0.4 0.0 -0.10
```
Positions in Å, forces in eV/Å.

E_LUMO (spin up / spin down)   1.57 / 1.53 eV
Relative energy (zero: lowest compared OMol25 entry of this formula, charge and spin)   0.008 eV
Charge   -1
Molecular weight   747.9 g/mol
Multiplicity   2
<S²>   0.75